[1]
ORCA calculation (the ωB97M-V functional and the def2-TZVPD basis) on the molecule C4H7NO2.

CARTESIAN COORDINATES (ANGSTROEM)
H -1.408 -1.273 2.668
N -1.232 -0.303 2.419
C -1.055 -0.235 1.177
O -1.092 -1.272 0.293
C -0.339 -0.907 -0.857
C -0.051 0.598 -0.659
C 1.413 0.916 -0.425
O -0.776 0.917 0.531
H 0.583 -1.499 -0.861
H -0.919 -1.132 -1.756
H -0.465 1.203 -1.470
H 1.763 0.384 0.468
H 1.545 1.987 -0.251
H 2.032 0.616 -1.276

## Properties
F_max ... 0.007 Eh/bohr
E_LUMO ... 0.81 eV
Multiplicity ... 1
HOMO level ... -9.94 eV
SMILES ... [H]/N=C1\OC[C@H](C)O1
Calculated total energy ... -361.84150 a.u.
Frontier orbital gap ... 10.75 eV


[2]
ORCA calculation (the ωB97M-V functional and the def2-TZVPD basis) on the molecule C4H7NO2.

CARTESIAN COORDINATES (ANGSTROEM)
C 1.392 -1.006 0.292
C 0.440 0.093 -0.110
C 0.828 1.258 -0.633
O -0.967 -1.893 -1.062
C -0.998 -0.137 0.166
O -1.531 -1.292 0.140
N -1.793 0.868 0.532
H 2.425 -0.658 0.212
H 1.211 -1.331 1.322
H 1.222 -1.866 -0.357
H 0.119 2.009 -0.972
H 1.880 1.470 -0.802
H -2.782 0.683 0.619
H -1.446 1.804 0.652

## Properties
F_max ... 0.010 Eh/bohr
E_LUMO (spin up / spin down) ... 0.14 / 0.14 eV
Multiplicity ... 1
HOMO level (spin up / spin down) ... -8.13 / -8.12 eV
Calculated total energy ... -361.69046 a.u.
Frontier orbital gap (spin up / spin down) ... 8.26 / 8.26 eV


[3]
ORCA calculation (the ωB97M-V functional and the def2-TZVPD basis) on C4H7NO2 as an isolated structure in a non-equilibrium geometry.

CARTESIAN COORDINATES (ANGSTROEM)
O 2.175 -0.133 0.425
C 0.833 0.029 0.767
C 0.136 1.237 0.104
N -0.903 0.592 -0.767
C -1.472 -0.573 -0.039
C -0.039 -1.006 -0.001
O 0.457 -1.653 -0.921
H 2.165 -0.792 -0.295
H 0.708 -0.035 1.855
H -0.337 1.954 0.795
H 0.811 1.796 -0.551
H -0.419 0.036 -1.517
H -2.103 -1.128 -0.739
H -2.012 -0.324 0.882

## Properties
F_max ... 0.041 Eh/bohr
E_LUMO ... 0.93 eV
Multiplicity ... 1
HOMO level ... -9.19 eV
Calculated total energy ... -361.78767 a.u.
Frontier orbital gap ... 10.12 eV


[4]
ORCA calculation (the ωB97M-V functional and the def2-TZVPD basis) on the molecule C4H7NO2 in a non-equilibrium geometry.

CARTESIAN COORDINATES (ANGSTROEM)
C 0.895 1.684 -0.222
C -0.113 0.688 0.177
C -0.291 -0.633 -0.093
C 0.445 -1.671 -0.757
O -1.441 -1.062 0.539
N -1.947 0.068 1.180
O -1.217 1.209 0.778
H 0.585 2.264 -1.180
H 1.852 1.266 -0.519
H 0.945 2.382 0.604
H 0.743 -2.429 -0.093
H 1.336 -1.413 -1.104
H -0.180 -2.181 -1.509
H -1.612 -0.171 2.200

## Properties
F_max ... 0.089 Eh/bohr
E_LUMO ... 0.92 eV
Multiplicity ... 1
HOMO level ... -7.57 eV
SMILES ... CC1=C(C)ONO1
Calculated total energy ... -361.68906 a.u.
Frontier orbital gap ... 8.49 eV


[5]
ORCA calculation (the ωB97M-V functional and the def2-TZVPD basis) on the molecule C4H7NO2 in a non-equilibrium geometry.

CARTESIAN COORDINATES (ANGSTROEM)
O 0.679 -0.484 -2.306
C 0.383 0.400 -1.533
C 0.141 0.025 -0.074
C -0.721 1.093 0.489
O -1.718 0.342 1.411
C 1.176 -0.774 0.601
N -0.045 -1.418 0.186
H 0.510 1.473 -1.774
H -1.471 1.576 -0.173
H -0.426 1.897 1.168
H -1.893 -0.521 1.006
H 1.284 -0.641 1.673
H 2.054 -1.032 0.011
H 0.047 -1.937 -0.685

## Properties
F_max ... 0.117 Eh/bohr
E_LUMO ... 0.52 eV
Multiplicity ... 1
HOMO level ... -10.14 eV
SMILES ... O=C[C@]1(CO)CN1
Calculated total energy ... -361.76198 a.u.
Frontier orbital gap ... 10.67 eV


[6]
ORCA calculation (the ωB97M-V functional and the def2-TZVPD basis) on the molecule C4H7NO2.

CARTESIAN COORDINATES (ANGSTROEM)
H 0.956 -0.352 -2.389
N 0.868 0.522 -1.868
C -0.083 0.489 -1.048
C -0.443 1.505 0.022
O -1.017 0.700 1.049
C -0.789 -0.616 0.598
C 0.679 -1.074 0.806
O -0.978 -0.552 -0.816
H 0.388 2.094 0.417
H -1.203 2.160 -0.410
H -1.527 -1.271 1.072
H 0.995 -1.734 -0.014
H 0.735 -1.610 1.742
H 1.419 -0.261 0.839

## Properties
F_max ... 0.014 Eh/bohr
E_LUMO ... 0.95 eV
Multiplicity ... 1
HOMO level ... -10.41 eV
SMILES ... [H]/N=C1/CO[C@H](C)O1
Calculated total energy ... -361.81294 a.u.
Frontier orbital gap ... 11.36 eV


[7]
ORCA calculation (the ωB97M-V functional and the def2-TZVPD basis) on the molecule C4H7NO2 in a non-equilibrium geometry.

CARTESIAN COORDINATES (ANGSTROEM)
O 1.975 0.049 -1.388
N 0.683 0.643 -1.437
C 0.034 0.219 -0.385
C 0.448 -0.828 0.582
C -0.780 -1.011 1.374
C -1.465 0.374 1.167
O -1.126 0.709 -0.108
H 2.352 0.444 -2.225
H 0.904 -1.707 0.052
H 1.179 -0.463 1.206
H -0.652 -1.109 2.437
H -1.403 -1.786 0.938
H -0.844 1.026 1.873
H -2.534 0.498 1.328

## Properties
F_max ... 0.092 Eh/bohr
E_LUMO ... 0.93 eV
Multiplicity ... 1
HOMO level ... -8.61 eV
SMILES ... O/N=C1\CCCO1
Calculated total energy ... -361.76593 a.u.
Frontier orbital gap ... 9.54 eV


[8]
ORCA calculation (the ωB97M-V functional and the def2-TZVPD basis) on the molecule C4H7NO2.

CARTESIAN COORDINATES (ANGSTROEM)
C 0.819 -0.780 1.331
C 0.370 -0.336 -0.034
N -0.201 -1.005 -0.956
O -0.450 -2.331 -0.701
C 0.375 1.094 -0.518
C -0.950 1.695 -0.476
O 0.097 2.165 0.367
H 1.743 -1.367 1.274
H 1.002 0.087 1.973
H 0.064 -1.417 1.805
H -0.915 -2.573 -1.514
H 1.069 1.326 -1.326
H -1.317 2.324 -1.280
H -1.706 1.118 0.055

## Properties
F_max ... 0.011 Eh/bohr
E_LUMO ... 0.96 eV
Multiplicity ... 1
HOMO level ... -9.52 eV
SMILES ... C/C(=N\O)[C@H]1CO1
Calculated total energy ... -361.73566 a.u.
Frontier orbital gap ... 10.47 eV


[9]
ORCA calculation (the ωB97M-V functional and the def2-TZVPD basis) on a 2-piece molecular cluster, C4H7NO2 overall.

CARTESIAN COORDINATES (ANGSTROEM)
O -2.140 0.254 0.503
C -1.438 0.428 -0.468
C -0.349 -0.551 -0.856
N -0.240 -1.708 0.037
C 0.906 -1.128 0.775
C 1.033 -0.093 -0.334
O 1.847 0.704 -0.696
H -1.551 1.318 -1.115
H -0.397 -0.765 -1.932
H -1.074 -1.796 0.612
H 0.642 -0.646 1.728
H 1.760 -1.795 0.925
H 0.257 3.027 0.656
H 0.744 2.751 0.166

## Properties
F_max ... 0.015 Eh/bohr
E_LUMO ... 0.36 eV
Multiplicity ... 1
HOMO level ... -9.94 eV
SMILES ... O=C[C@@H]1NCC1=O.[H][H]
Calculated total energy ... -361.76567 a.u.
Frontier orbital gap ... 10.30 eV


[10]
ORCA calculation (the ωB97M-V functional and the def2-TZVPD basis) on C4H7NO2 as an isolated structure.

CARTESIAN COORDINATES (ANGSTROEM)
O 1.882 -0.337 -0.446
C 0.659 0.301 -0.691
C -0.433 -0.810 -0.744
O -0.177 -1.803 0.092
C -1.108 -0.348 1.134
N -0.427 0.592 1.487
C 0.339 1.294 0.453
H 1.616 -1.176 -0.017
H 0.722 0.845 -1.640
H -1.456 -0.220 -0.301
H -0.794 -1.064 -1.759
H -1.823 -1.093 1.445
H -0.270 2.143 0.115
H 1.272 1.675 0.871

## Properties
F_max ... 0.015 Eh/bohr
E_LUMO ... 0.32 eV
Multiplicity ... 1
HOMO level ... -9.05 eV
Calculated total energy ... -361.69269 a.u.
Frontier orbital gap ... 9.37 eV


[11]
ORCA calculation (the ωB97M-V functional and the def2-TZVPD basis) on the molecule C4H7NO2.

CARTESIAN COORDINATES (ANGSTROEM)
O 0.487 -2.260 0.153
C 0.057 -1.130 0.164
C -1.269 -0.631 -0.373
N -1.251 0.778 -0.003
C 0.144 1.230 -0.062
C 0.881 0.074 0.611
O 2.215 -0.071 0.210
H -1.253 -0.825 -1.462
H -2.120 -1.171 0.053
H -1.863 1.343 -0.579
H 0.256 2.180 0.469
H 0.544 1.345 -1.083
H 0.792 0.166 1.706
H 2.380 -1.028 0.196

## Properties
F_max ... 0.011 Eh/bohr
E_LUMO ... 0.91 eV
Multiplicity ... 1
HOMO level ... -9.55 eV
SMILES ... O=C1CNC[C@@H]1O
Calculated total energy ... -361.83500 a.u.
Frontier orbital gap ... 10.46 eV


[12]
ORCA calculation (the ωB97M-V functional and the def2-TZVPD basis) on the molecule C4H7NO2.

CARTESIAN COORDINATES (ANGSTROEM)
C -1.427 -1.150 0.615
C -1.585 0.201 -0.028
C -0.444 1.089 -0.221
O -1.319 1.334 0.826
C 1.712 0.685 -0.859
O 0.824 0.624 0.156
N 2.795 0.024 -0.463
H -0.551 -1.152 1.267
H -2.311 -1.393 1.213
H -1.299 -1.929 -0.145
H -2.449 0.331 -0.682
H -0.384 1.830 -1.016
H 3.572 -0.047 -1.098
H 2.867 -0.447 0.436

## Properties
F_max ... 0.011 Eh/bohr
E_LUMO ... 1.04 eV
Multiplicity ... 1
HOMO level ... -9.07 eV
Calculated total energy ... -361.76250 a.u.
Frontier orbital gap ... 10.12 eV


[13]
ORCA calculation (the ωB97M-V functional and the def2-TZVPD basis) on the molecule C4H7NO2 in a non-equilibrium geometry.

CARTESIAN COORDINATES (ANGSTROEM)
O -2.101 -0.215 0.653
C -0.994 0.116 -0.162
C -0.105 -1.084 -0.564
N 1.344 -0.912 -0.328
C 1.793 0.269 -0.435
O 1.073 1.385 -0.177
C -0.019 0.963 0.626
H -1.761 -0.434 1.532
H -1.415 0.629 -1.032
H -0.130 -1.252 -1.644
H -0.490 -1.985 -0.074
H 2.814 0.503 -0.722
H -0.470 1.852 1.072
H 0.461 0.166 1.254

## Properties
F_max ... 0.033 Eh/bohr
E_LUMO ... 0.90 eV
Multiplicity ... 1
HOMO level ... -9.67 eV
SMILES ... O[C@@H]1CN=COC1
Calculated total energy ... -361.79942 a.u.
Frontier orbital gap ... 10.57 eV


[14]
ORCA calculation (the ωB97M-V functional and the def2-TZVPD basis) on the molecule C4H7NO2 in a non-equilibrium geometry.

CARTESIAN COORDINATES (ANGSTROEM)
N 1.878 -1.056 1.482
C 1.076 -0.855 0.401
O 1.125 -1.544 -0.602
C 0.089 0.278 0.559
C -0.288 0.953 -0.729
C -1.392 0.424 -1.513
O -1.586 1.503 -0.587
H 2.508 -1.843 1.472
H 1.796 -0.505 2.319
H 0.442 1.047 1.255
H -0.839 -0.123 0.987
H 0.476 1.563 -1.213
H -1.759 -0.578 -1.269
H -1.617 0.855 -2.472

## Properties
F_max ... 0.020 Eh/bohr
E_LUMO ... 0.82 eV
Multiplicity ... 1
HOMO level ... -9.98 eV
SMILES ... NC(=O)C[C@H]1CO1
Calculated total energy ... -361.82329 a.u.
Frontier orbital gap ... 10.80 eV


[15]
ORCA calculation (the ωB97M-V functional and the def2-TZVPD basis) on C4H7NO2 as an isolated structure.

CARTESIAN COORDINATES (ANGSTROEM)
C 0.316 1.078 -0.554
C 0.872 -0.869 -0.158
N 1.714 -1.327 -0.909
O 0.599 -0.992 1.112
C -0.617 -0.298 1.395
C -1.150 -0.022 -0.018
O -1.136 -1.021 -0.799
H 1.265 1.334 -0.067
H 0.435 0.992 -1.636
H -0.339 1.941 -0.363
H 1.736 -1.088 -1.888
H -1.281 -0.983 1.928
H -0.399 0.589 1.996
H -2.016 0.667 -0.039

## Properties
F_max ... 0.012 Eh/bohr
E_LUMO ... 0.08 eV
Multiplicity ... 1
HOMO level ... -8.86 eV
Calculated total energy ... -361.67513 a.u.
Frontier orbital gap ... 8.93 eV


[16]
ORCA calculation (the ωB97M-V functional and the def2-TZVPD basis) on a 2-piece molecular cluster, C4H7NO2 overall.

CARTESIAN COORDINATES (ANGSTROEM)
C -0.774 0.690 -0.953
C 0.125 1.635 -0.742
O 1.422 1.354 -0.357
C 1.623 0.080 0.084
N 0.851 -0.910 -0.027
C -0.397 -0.756 -0.785
H -1.791 0.957 -1.228
H -0.034 2.703 -0.817
H 2.579 0.005 0.599
H -0.270 -1.258 -1.752
H -1.182 -1.296 -0.247
O -1.005 -1.299 2.224
H -0.186 -1.563 1.781
H -0.961 -0.341 2.220

## Properties
F_max ... 0.005 Eh/bohr
E_LUMO ... 0.77 eV
Multiplicity ... 1
HOMO level ... -9.33 eV
SMILES ... C1=COC=NC1.O
Calculated total energy ... -361.81338 a.u.
Frontier orbital gap ... 10.10 eV


[17]
ORCA calculation (the ωB97M-V functional and the def2-TZVPD basis) on the molecule C4H7NO2.

CARTESIAN COORDINATES (ANGSTROEM)
C 2.066 -0.893 0.428
C 1.529 -0.397 -0.683
O 0.686 0.712 -0.694
C -0.415 0.544 0.114
C -1.605 0.042 -0.642
N -0.555 1.507 1.147
O -0.279 0.075 1.404
H 2.017 -0.386 1.386
H 2.548 -1.855 0.383
H 1.695 -0.821 -1.673
H -2.484 -0.092 -0.006
H -1.793 0.781 -1.421
H -1.335 -0.911 -1.099
H -1.562 1.677 1.287

## Properties
F_max ... 0.018 Eh/bohr
E_LUMO ... 0.98 eV
Multiplicity ... 1
HOMO level ... -9.53 eV
SMILES ... C=CO[C@]1(C)NO1
Calculated total energy ... -361.72532 a.u.
Frontier orbital gap ... 10.51 eV


[18]
ORCA calculation (the ωB97M-V functional and the def2-TZVPD basis) on C4H7NO2 as an isolated structure in a non-equilibrium geometry.

CARTESIAN COORDINATES (ANGSTROEM)
C -2.066 0.606 0.038
C -0.605 0.275 -0.169
O -0.446 -1.135 -0.427
C 0.934 -1.302 -0.411
C 1.452 -0.049 0.284
N 2.502 0.428 0.664
O 0.167 1.045 -0.848
H -2.162 1.599 0.485
H -2.559 -0.139 0.669
H -2.560 0.625 -0.943
H 0.071 0.177 0.986
H 1.386 -1.293 -1.411
H 1.211 -2.215 0.130
H 2.676 1.379 0.954

## Properties
F_max ... 0.020 Eh/bohr
E_LUMO ... 0.23 eV
Multiplicity ... 1
HOMO level ... -8.95 eV
Calculated total energy ... -361.70829 a.u.
Frontier orbital gap ... 9.18 eV


[19]
ORCA calculation (the ωB97M-V functional and the def2-TZVPD basis) on the molecule C4H7NO2.

CARTESIAN COORDINATES (ANGSTROEM)
H -0.355 -2.834 1.183
N -0.535 -1.970 1.695
C -0.140 -0.969 1.041
C -0.250 0.474 1.477
O 0.421 1.205 0.469
C 0.720 0.348 -0.613
C -0.108 0.666 -1.838
O 0.457 -0.986 -0.178
H -1.301 0.776 1.564
H 0.237 0.632 2.444
H 1.792 0.413 -0.823
H 0.136 -0.020 -2.656
H 0.096 1.689 -2.166
H -1.171 0.576 -1.598

## Properties
F_max ... 0.007 Eh/bohr
E_LUMO ... 0.90 eV
Multiplicity ... 1
HOMO level ... -10.22 eV
SMILES ... [H]/N=C1/CO[C@H](C)O1
Calculated total energy ... -361.83836 a.u.
Frontier orbital gap ... 11.11 eV


[20]
ORCA calculation (the ωB97M-V functional and the def2-TZVPD basis) on the molecule C4H7NO2 in a non-equilibrium geometry.

CARTESIAN COORDINATES (ANGSTROEM)
C 0.211 -2.631 -0.919
C 0.626 -1.399 -0.665
C -0.022 -0.320 0.095
C 0.018 2.065 0.230
N 0.690 0.837 -0.100
O -1.151 -0.494 0.856
O -0.613 2.297 1.466
H 0.819 -3.073 -1.734
H -0.732 -3.180 -0.727
H 1.595 -1.238 -0.991
H -0.707 2.146 -0.518
H 0.818 2.844 0.003
H -1.617 0.311 0.928
H 0.066 1.836 2.077

## Properties
F_max ... 0.127 Eh/bohr
E_LUMO (spin up / spin down) ... 0.70 / -2.70 eV
Multiplicity ... 3
HOMO level (spin up / spin down) ... -6.07 / -10.07 eV
Calculated total energy ... -361.64791 a.u.
Frontier orbital gap (spin up / spin down) ... 6.77 / 7.37 eV